1:
ORCA calculation (ωB97M-V/def2-TZVPD) on C3H5NS3 in the gas phase.

Last column: Mulliken charge in e.
CARTESIAN COORDINATES (ANGSTROEM)
C 0.176 2.087 0.775  -0.67
C -1.231 -1.091 0.027  -0.03
C 1.129 -1.173 0.073  -0.04
H -0.704 1.959 1.394  0.24
H 0.292 3.127 0.563  0.32
H 1.116 1.704 1.270  0.21
H -1.138 -2.210 0.125  0.16
H 0.942 -2.156 0.393  0.21
N -0.001 -0.446 -0.124  0.02
S 0.022 1.147 -0.720  0.06
S -2.732 -0.457 0.124  -0.22
S 2.651 -0.580 0.088  -0.26

Calculated values
structure (SMILES)	CSN(C=S)C=S
HOMO-LUMO gap	7.87	eV
lowest unoccupied orbital energy	-0.80	eV

=====

2:
ORCA calculation (ωB97M-V/def2-TZVPD) on a molecular structure, C3H5NS3.

Last column: Mulliken charge in e.
CARTESIAN COORDINATES (ANGSTROEM)
C -2.037 1.922 1.298  -0.89
C -0.338 0.341 -0.273  0.35
C 0.027 -0.687 -1.368  -0.02
H -2.974 2.578 1.273  0.29
H -1.900 1.038 2.006  0.30
H -1.252 2.526 1.478  0.40
H -0.667 -0.722 -2.314  0.25
H 2.766 -2.547 -0.890  0.10
N 1.022 -1.436 -1.438  -0.36
S -1.668 1.306 -0.485  -0.05
S 0.191 0.289 1.316  -0.34
S 2.162 -1.737 -0.170  -0.03

Calculated values
HOMO-LUMO gap	7.60	eV
lowest unoccupied orbital energy	-0.89	eV

=====

Tell me which of them is the least stable. Sure, it is 2.

=====

1:
ORCA calculation (ωB97M-V/def2-TZVPD) on 12 unconnected molecules or ions with the total composition C32H92N4O12.

Last column: Mulliken charge in e.
CARTESIAN COORDINATES (ANGSTROEM)
C -4.311 -3.125 -3.079  -1.50
C -3.319 -3.406 -1.953  1.33
C -3.535 -2.606 -0.695  -0.92
O -2.478 -2.767 0.220  0.13
C -2.711 -2.367 1.559  -0.77
N -3.401 -4.836 -1.610  -0.79
H -4.011 -3.622 -3.998  0.39
H -4.287 -2.057 -3.332  0.27
H -5.353 -3.287 -2.806  0.35
H -2.307 -3.190 -2.323  -0.15
H -4.471 -2.945 -0.226  0.51
H -3.684 -1.531 -0.867  0.05
H -1.994 -2.776 2.272  -0.14
H -3.585 -2.942 1.897  0.54
H -2.867 -1.295 1.688  0.34
H -2.900 -4.908 -0.724  0.16
H -2.899 -5.439 -2.250  0.32
C 0.798 -2.692 4.580  -0.92
C -0.080 -2.012 5.620  0.73
C -1.026 -1.002 4.988  -0.15
O -0.259 0.061 4.476  -0.42
C -1.096 1.155 4.108  -0.38
N -0.798 -3.089 6.324  -0.83
H 1.521 -3.411 4.953  0.48
H 1.306 -1.910 3.994  0.05
H 0.195 -3.180 3.806  0.02
H 0.539 -1.519 6.373  0.19
H -1.803 -0.670 5.681  0.37
H -1.541 -1.531 4.172  -0.36
H -1.887 0.835 3.422  0.19
H -0.466 1.894 3.619  -0.29
H -1.566 1.607 4.985  0.55
H -0.204 -3.850 6.626  0.27
H -1.460 -3.567 5.720  0.24
C 2.710 -6.321 -1.466  -1.39
C 1.231 -6.656 -1.597  0.27
C 0.322 -5.779 -0.761  0.99
O 0.279 -6.190 0.577  -0.50
C -0.566 -5.447 1.425  -0.21
N 0.914 -6.546 -3.011  -0.54
H 2.966 -6.267 -0.403  0.33
H 2.930 -5.330 -1.873  0.26
H 3.452 -6.988 -1.906  0.42
H 1.061 -7.674 -1.213  0.27
H -0.714 -5.851 -1.128  -0.26
H 0.607 -4.723 -0.868  -0.59
H -0.431 -5.705 2.473  0.34
H -1.584 -5.756 1.156  0.28
H -0.411 -4.378 1.260  -0.14
H 0.016 -6.934 -3.285  0.19
H 1.608 -7.110 -3.490  0.25
C 1.312 -1.681 -0.237  -0.62
C 0.849 -0.295 -0.619  0.72
C -0.558 0.030 -0.061  0.94
O -0.864 1.331 -0.624  0.48
C -2.192 1.740 -0.420  -0.44
N 1.802 0.712 -0.200  0.40
H 2.296 -1.819 -0.687  0.16
H 0.635 -2.477 -0.547  -0.30
H 1.380 -1.770 0.853  0.02
H 0.849 -0.292 -1.715  0.01
H -0.517 0.136 1.029  -0.40
H -1.396 -0.636 -0.277  -0.78
H -2.864 0.876 -0.529  0.07
H -2.470 2.520 -1.125  0.12
H -2.405 2.079 0.604  -0.01
H 1.894 0.692 0.817  -0.22
H 1.354 1.604 -0.404  -0.06
C 0.870 4.412 0.292  -0.32
C -0.184 4.943 1.262  0.29
O 0.493 5.348 2.439  -0.64
H 1.686 5.126 0.206  0.31
H 0.403 4.085 -0.638  0.24
H 1.335 3.514 0.708  -0.33
H -0.959 4.168 1.306  -0.30
H -0.645 5.868 0.894  0.35
H -0.164 5.629 3.087  0.34
C -1.921 -0.084 -4.263  -0.57
C -2.214 1.386 -3.996  -0.42
O -1.145 2.013 -3.323  -0.51
H -1.039 -0.145 -4.905  0.28
H -2.777 -0.542 -4.760  0.43
H -1.633 -0.609 -3.349  -0.19
H -3.123 1.410 -3.372  0.22
H -2.535 1.897 -4.904  0.45
H -1.048 1.539 -2.478  0.21
C -3.168 4.001 3.346  -0.84
C -3.694 5.011 2.353  -0.11
O -3.086 6.296 2.554  -0.56
H -2.077 3.997 3.392  -0.01
H -3.520 2.978 3.234  0.29
H -3.496 4.368 4.323  0.46
H -4.771 5.143 2.481  0.47
H -3.514 4.735 1.310  0.01
H -3.504 6.936 1.971  0.31
C 2.496 -1.810 -4.299  -1.37
C 1.443 -2.728 -3.698  1.10
O 1.487 -3.983 -4.341  -0.69
H 2.534 -0.882 -3.721  0.27
H 2.370 -1.578 -5.354  0.38
H 3.501 -2.227 -4.178  0.34
H 0.513 -2.201 -3.958  -0.16
H 1.583 -2.848 -2.623  -0.16
H 1.075 -4.679 -3.805  0.38
C 2.881 2.161 4.421  -1.49
C 2.250 2.069 3.047  0.46
O 1.726 0.783 2.740  -0.44
H 2.220 1.884 5.247  0.24
H 3.131 3.211 4.606  0.47
H 3.805 1.611 4.602  0.33
H 2.969 2.344 2.272  0.42
H 1.446 2.810 2.966  -0.19
H 1.000 0.608 3.370  0.23
C 5.261 -0.439 -0.121  -1.10
C 4.933 -0.467 -1.616  0.03
O 3.938 0.504 -1.935  -0.59
H 6.000 -1.220 0.085  0.45
H 4.391 -0.669 0.491  0.14
H 5.724 0.496 0.196  0.30
H 4.477 -1.441 -1.836  -0.04
H 5.785 -0.389 -2.288  0.46
H 3.244 0.494 -1.227  0.29
C 3.631 4.331 -1.702  -0.59
C 4.936 4.086 -2.412  -0.35
O 4.765 2.877 -3.162  -0.54
H 3.573 5.330 -1.245  0.39
H 3.296 3.589 -0.978  -0.04
H 2.765 4.425 -2.368  0.31
H 5.738 3.902 -1.690  0.22
H 5.221 4.880 -3.099  0.31
H 4.552 2.141 -2.565  0.39
C -2.155 5.448 -2.103  -0.24
C -2.383 6.959 -1.883  -0.47
O -3.743 7.176 -1.527  -0.52
H -2.787 5.097 -2.921  0.50
H -2.460 4.979 -1.168  -0.28
H -1.108 5.239 -2.316  0.18
H -2.130 7.563 -2.755  0.32
H -1.707 7.188 -1.060  0.26
H -4.310 6.840 -2.225  0.31

Calculated values
structure (SMILES)	COC[C@H](C)N.COC[C@H](C)N.COC[C@H](C)N.COC[C@H](C)N.CCO.CCO.CCO.CCO.CCO.CCO.CCO.CCO
HOMO-LUMO gap	9.28	eV
lowest unoccupied orbital energy	0.24	eV

=====

2:
ORCA calculation (ωB97M-V/def2-TZVPD) on 12 unconnected molecules or ions with the total composition C32H92N4O12.

Last column: Mulliken charge in e.
CARTESIAN COORDINATES (ANGSTROEM)
C -0.943 2.454 -2.077  -0.84
C -0.965 3.020 -0.654  0.06
C -2.238 2.636 0.069  0.59
O -2.250 3.140 1.405  -0.27
C -3.464 3.948 1.651  -0.96
N 0.263 2.542 0.050  -0.10
H -1.964 2.392 -2.480  0.38
H -0.510 1.450 -2.072  -0.43
H -0.367 3.103 -2.754  0.35
H -0.787 4.132 -0.687  0.25
H -2.317 1.619 0.176  -0.19
H -3.222 2.906 -0.374  -0.13
H -3.596 4.577 0.765  0.54
H -3.270 4.628 2.481  0.33
H -4.282 3.307 1.842  0.27
H 0.187 2.907 0.976  0.24
H 0.447 1.532 0.019  -0.20
C -6.006 0.911 0.096  -0.98
C -6.649 1.999 -0.728  0.50
C -7.682 2.775 0.080  -0.89
O -7.112 3.666 1.059  -0.35
C -7.100 3.195 2.368  -0.69
N -5.747 2.877 -1.405  -0.62
H -5.210 1.183 0.714  0.02
H -5.647 0.237 -0.673  0.32
H -6.749 0.247 0.539  0.38
H -7.253 1.494 -1.507  0.20
H -8.404 2.041 0.520  0.42
H -8.274 3.491 -0.555  0.37
H -6.532 2.250 2.607  0.21
H -8.158 3.019 2.606  0.38
H -6.705 3.982 3.001  0.24
H -4.998 2.425 -1.971  0.32
H -5.375 3.603 -0.794  0.22
C 5.215 0.946 -2.091  -1.56
C 4.145 1.383 -1.028  2.50
C 4.784 2.022 0.222  -1.15
O 3.829 2.448 1.117  -0.22
C 4.236 2.903 2.414  -0.85
N 3.124 2.263 -1.626  -0.50
H 6.082 0.494 -1.614  0.48
H 5.559 1.869 -2.583  0.45
H 4.870 0.234 -2.811  0.02
H 3.569 0.510 -0.747  -1.23
H 5.354 2.874 -0.167  0.53
H 5.519 1.345 0.616  0.36
H 4.985 3.694 2.163  0.35
H 4.722 2.143 3.012  0.30
H 3.375 3.300 2.960  0.23
H 2.250 2.390 -1.092  0.02
H 3.495 3.197 -1.914  0.28
C -0.070 -2.589 -2.430  -1.25
C -0.345 -1.306 -1.593  0.82
C -0.991 -1.595 -0.261  0.27
O -2.291 -2.111 -0.327  -0.48
C -3.135 -1.636 0.774  -0.50
N 0.829 -0.490 -1.255  1.77
H 0.512 -2.433 -3.341  0.17
H -1.037 -3.086 -2.724  0.27
H 0.480 -3.304 -1.793  0.10
H -1.062 -0.593 -2.121  0.06
H -0.923 -0.702 0.440  0.13
H -0.372 -2.343 0.221  -0.36
H -2.709 -1.800 1.730  0.45
H -4.034 -2.225 0.730  0.36
H -3.458 -0.563 0.672  -0.03
H 1.317 -0.363 -2.103  -0.36
H 1.472 -1.101 -0.719  -1.06
C 4.215 -4.498 2.425  -1.31
C 2.913 -4.588 1.683  0.50
O 2.013 -3.565 2.121  -0.31
H 4.770 -3.603 2.308  0.30
H 4.857 -5.398 2.219  0.35
H 3.922 -4.574 3.503  0.35
H 2.432 -5.594 1.889  0.33
H 3.021 -4.468 0.629  -0.25
H 1.366 -3.583 1.453  0.05
C -0.492 -1.677 6.532  -0.41
C 0.515 -2.804 6.559  -0.34
O 1.388 -2.667 5.458  -0.45
H -0.415 -0.989 7.380  0.34
H -1.436 -2.119 6.218  0.32
H -0.220 -1.058 5.660  -0.14
H -0.081 -3.778 6.504  0.24
H 1.239 -2.803 7.399  0.26
H 0.967 -2.921 4.599  0.20
C 4.264 -3.965 -1.663  -1.15
C 4.411 -2.616 -0.970  0.80
O 3.212 -2.493 -0.214  -0.17
H 4.508 -4.726 -0.970  0.43
H 4.942 -4.055 -2.504  0.29
H 3.287 -3.778 -2.170  0.07
H 4.567 -1.851 -1.786  -0.66
H 5.244 -2.508 -0.291  0.41
H 3.299 -1.715 0.392  -0.06
C -2.951 2.368 5.572  -1.00
C -1.535 2.116 5.119  -0.35
O -1.450 1.473 3.828  -0.05
H -3.417 3.100 4.906  0.23
H -2.957 2.765 6.604  0.37
H -3.520 1.377 5.523  0.20
H -1.011 1.447 5.707  0.29
H -0.929 3.001 5.117  0.38
H -1.843 2.093 3.206  -0.03
C 3.199 -2.273 -4.868  -0.80
C 4.439 -1.815 -5.623  -0.31
O 5.623 -2.196 -4.993  -0.59
H 2.240 -2.206 -5.364  0.47
H 3.165 -1.738 -3.960  -0.05
H 3.350 -3.330 -4.647  0.51
H 4.532 -0.713 -5.616  0.04
H 4.437 -2.176 -6.640  0.37
H 5.475 -3.081 -4.531  0.33
C 1.072 1.281 -5.711  -1.14
C 2.402 1.506 -5.031  -0.31
O 2.554 0.735 -3.837  -0.07
H 0.801 0.266 -6.015  0.23
H 1.051 1.754 -6.681  0.45
H 0.240 1.687 -5.121  0.15
H 2.503 2.611 -4.807  0.30
H 3.237 1.272 -5.665  0.36
H 2.746 1.328 -3.045  0.14
C -4.746 -2.956 -3.618  -1.31
C -3.633 -1.940 -3.595  0.41
O -3.669 -0.918 -2.662  -0.38
H -4.682 -3.641 -2.734  0.27
H -4.707 -3.592 -4.522  0.36
H -5.716 -2.530 -3.473  0.32
H -3.757 -1.413 -4.532  0.32
H -2.691 -2.399 -3.540  -0.13
H -3.074 -1.166 -1.909  0.10
C 1.758 0.609 3.509  -0.73
C 1.926 -0.566 2.583  0.94
O 3.116 -0.451 1.743  -0.54
H 2.449 0.747 4.341  0.37
H 0.815 0.546 4.076  -0.25
H 1.632 1.521 2.963  0.08
H 1.103 -0.561 1.865  -0.29
H 1.992 -1.507 3.056  0.10
H 3.299 0.498 1.639  -0.03

Calculated values
structure (SMILES)	COC[C@H](C)N.COC[C@H](C)N.COC[C@H](C)N.COC[C@H](C)N.CCO.CCO.CCO.CCO.CCO.CCO.CCO.CCO
HOMO-LUMO gap	9.58	eV
lowest unoccupied orbital energy	0.60	eV

=====

Tell me which of them is the least stable. Sure, it is 2.